No. 1
{"formula": "C22H64BN4O11S9", "method": "ωB97M-V with the def2-TZVPD basis set", "energy_ev": -150517.515, "homo_energy_ev": -9.79, "charge": 1, "species": ["S", "S", "S", "S", "S", "S", "S", "S", "S", "O", "O", "O", "O", "O", "O", "O", "O", "O", "O", "O", "N", "N", "N", "N", "C", "C", "C", "C", "C", "C", "C", "C", "C", "C", "C", "C", "C", "C", "C", "C", "C", "C", "C", "C", "C", "C", "B", "H", "H", "H", "H", "H", "H", "H", "H", "H", "H", "H", "H", "H", "H", "H", "H", "H", "H", "H", "H", "H", "H", "H", "H", "H", "H", "H", "H", "H", "H", "H", "H", "H", "H", "H", "H", "H", "H", "H", "H", "H", "H", "H", "H", "H", "H", "H", "H", "H", "H", "H", "H", "H", "H", "H", "H", "H", "H", "H", "H", "H", "H", "H", "H"], "xyz": [[-0.163, 5.033, 4.460], [0.577, 2.974, -1.053], [-3.058, -4.564, -6.589], [-4.140, 3.807, 1.369], [-0.898, -3.714, -1.633], [3.856, -5.255, 4.328], [7.176, -0.464, 2.474], [2.157, 7.069, -5.240], [-6.436, -3.609, -2.179], [-1.593, 4.800, 4.109], [-0.081, -4.302, -2.732], [0.913, 1.511, -1.008], [-0.530, -0.161, 2.943], [6.429, -0.768, 1.217], [-5.494, -2.848, -3.047], [4.357, -4.259, 3.332], [-3.613, -4.879, -7.932], [1.436, 0.315, 1.700], [-3.206, 4.566, 0.489], [1.881, 6.013, -4.225], [3.699, -1.561, 1.698], [-1.419, -2.836, 2.911], [1.729, -2.881, 1.304], [-0.224, -3.138, 2.247], [0.764, 3.516, -2.756], [-8.091, -3.376, -2.847], [-2.657, -2.807, -6.570], [8.392, -1.769, 2.707], [-2.618, -3.774, -2.151], [0.045, 4.576, 6.189], [-1.214, 3.116, -1.001], [0.707, -2.205, 1.911], [0.048, 6.804, 4.704], [8.361, 0.836, 2.094], [-6.697, -2.637, -0.684], [-5.798, 4.016, 0.696], [-0.738, -1.920, -1.738], [-1.354, -5.145, -6.558], [2.896, -4.351, 5.555], [0.728, 8.164, -5.279], [1.881, 6.339, -6.863], [5.227, -5.660, 5.420], [1.423, -4.196, 1.247], [-4.405, 4.791, 2.848], [0.137, -4.403, 1.861], [3.018, -2.396, 0.746], [0.570, -0.638, 2.184], [-1.502, 4.154, -1.150], [-1.557, 2.786, -0.024], [2.612, -5.026, 6.363], [1.052, 7.002, 5.079], [-1.418, -1.452, -1.025], [-8.143, -3.875, -3.813], [0.682, 8.699, -4.332], [-6.526, 3.575, 1.378], [5.666, -4.746, 5.819], [5.975, -6.202, 4.843], [-6.009, 5.076, 0.553], [4.104, -2.091, 2.464], [0.288, -1.650, -1.490], [1.818, 3.470, -3.019], [-0.811, -4.749, -7.417], [-8.292, -2.312, -2.975], [7.808, 1.749, 1.874], [-0.876, -4.824, -5.629], [1.050, 4.845, 6.518], [4.869, -6.293, 6.232], [3.653, -3.303, 0.578], [4.367, -0.920, 1.265], [-0.699, 7.173, 5.408], [1.384, 0.233, 0.718], [-3.587, -2.244, -6.622], [-2.137, -2.563, -5.642], [2.648, 5.586, -7.034], [-0.083, 7.299, 3.743], [-2.928, -4.818, -2.196], [1.956, 7.113, -7.627], [-0.183, 7.580, -5.412], [-8.822, -3.820, -2.170], [-1.770, -3.720, 3.281], [-1.658, 2.486, -1.775], [-2.032, -2.560, -7.429], [-5.177, 4.326, 3.463], [3.482, -3.519, 5.946], [0.415, 4.543, -2.851], [-1.300, -0.253, 2.353], [0.841, 8.879, -6.094], [-2.725, -3.322, -3.137], [0.896, 5.870, -6.896], [8.987, -1.889, 1.800], [1.998, -3.967, 5.071], [-5.846, 3.504, -0.265], [-0.088, 3.499, 6.276], [-1.363, -6.233, -6.603], [-0.701, 5.086, 6.800], [-0.420, -5.339, 1.969], [9.006, 1.003, 2.957], [-3.239, -3.245, -1.428], [7.862, -2.697, 2.919], [-7.473, -3.105, -0.077], [9.036, -1.519, 3.550], [-1.220, -2.265, 3.739], [2.907, -1.935, -0.260], [-3.467, 4.826, 3.405], [-5.764, -2.614, -0.123], [1.988, -5.031, 0.817], [0.195, 2.861, -3.418], [-4.704, 5.803, 2.571], [-0.966, -1.585, -2.750], [-6.988, -1.620, -0.949], [8.956, 0.553, 1.226]], "mulliken_charge": [0.44, 0.51, 0.55, 0.58, 0.71, 0.47, 0.58, 0.41, 0.53, -0.63, -0.71, -0.64, -0.61, -0.66, -0.57, -0.56, -0.64, -0.47, -0.60, -0.52, -0.17, -1.05, 0.83, 0.75, -1.04, -0.99, -0.77, -0.94, -1.00, -0.93, -0.88, -0.12, -0.93, -1.03, -0.91, -0.98, -0.91, -0.79, -0.80, -0.94, -0.95, -1.03, -0.36, -0.62, -0.54, -0.85, 0.59, 0.42, 0.14, 0.42, 0.37, 0.31, 0.33, 0.31, 0.35, 0.31, 0.34, 0.30, 0.11, 0.19, 0.33, 0.31, 0.31, 0.33, 0.23, 0.38, 0.40, 0.39, 0.20, 0.30, 0.23, 0.31, 0.12, 0.31, 0.31, 0.48, 0.38, 0.30, 0.38, 0.27, 0.37, 0.38, 0.35, 0.32, 0.39, 0.31, 0.38, 0.26, 0.30, 0.32, 0.12, 0.32, 0.29, 0.31, 0.31, 0.51, 0.38, 0.16, 0.27, 0.38, 0.38, 0.26, 0.29, 0.09, 0.26, 0.50, 0.35, 0.33, 0.46, 0.30, 0.31]}

---

No. 2
{"formula": "C22H66O11", "method": "ωB97M-V with the def2-TZVPD basis set", "energy_ev": -46403.705, "de_lowest_kcal_mol": 70.1, "homo_energy_ev": -9.56, "smiles": "CCO.CCO.CCO.CCO.CCO.CCO.CCO.CCO.CCO.CCO.CCO", "species": ["O", "O", "O", "O", "O", "O", "O", "O", "O", "O", "O", "C", "C", "C", "C", "C", "C", "C", "C", "C", "C", "C", "C", "C", "C", "C", "C", "C", "C", "C", "C", "C", "C", "H", "H", "H", "H", "H", "H", "H", "H", "H", "H", "H", "H", "H", "H", "H", "H", "H", "H", "H", "H", "H", "H", "H", "H", "H", "H", "H", "H", "H", "H", "H", "H", "H", "H", "H", "H", "H", "H", "H", "H", "H", "H", "H", "H", "H", "H", "H", "H", "H", "H", "H", "H", "H", "H", "H", "H", "H", "H", "H", "H", "H", "H", "H", "H", "H", "H"], "xyz": [[-5.577, -0.940, -4.194], [2.972, 0.461, -1.908], [1.483, 1.689, 0.117], [2.818, 0.502, 2.294], [1.233, -1.591, 1.852], [-5.309, 1.840, -3.715], [-1.046, -0.849, 3.024], [1.563, 2.716, 3.590], [-0.860, 0.560, 0.595], [4.250, -1.387, -0.315], [-2.235, -3.703, -0.973], [-6.059, 1.840, -2.497], [0.983, 3.013, 0.012], [4.212, 0.568, 2.448], [0.685, -3.888, 1.577], [3.552, 1.673, -2.380], [-0.166, 3.134, -1.043], [-5.771, 2.969, -1.418], [-4.406, -1.802, -4.015], [-3.322, -1.603, -5.107], [-0.155, 4.309, 3.633], [4.529, 1.336, -3.466], [0.459, -0.897, 4.964], [4.201, -2.724, -2.351], [1.515, -2.731, 1.046], [-3.403, -4.197, -0.217], [-0.703, -0.256, 4.259], [-0.707, -0.776, -1.452], [-4.048, -2.914, 0.300], [0.763, 3.471, 4.474], [-1.550, -0.196, -0.349], [4.926, -2.357, -1.057], [4.616, 1.899, 3.133], [4.072, 2.279, -1.560], [2.520, -3.090, 1.075], [1.008, -4.056, 2.633], [-1.815, -4.391, -1.470], [-1.100, -0.899, -2.448], [4.517, -0.357, 2.990], [0.059, -1.890, 5.114], [1.252, -2.655, -0.033], [-0.620, 4.086, -1.064], [5.235, 0.544, -3.171], [5.091, -3.204, -0.421], [5.694, 1.983, 2.982], [-3.122, -4.931, 0.518], [-7.151, 1.933, -2.821], [0.833, -4.821, 0.989], [-0.908, 4.851, 4.219], [3.195, -3.120, -2.222], [5.113, 2.181, -3.835], [2.358, 0.773, -1.279], [-3.719, -1.645, -6.123], [2.823, 2.417, -2.773], [0.642, -0.414, 5.886], [-1.595, -0.456, 4.881], [5.933, -1.965, -1.367], [0.698, 1.042, 0.223], [-4.046, -4.637, -0.981], [-5.251, -0.058, -4.286], [0.414, 4.941, 2.954], [4.097, 2.773, 2.646], [1.730, 3.711, -0.359], [3.904, -0.782, -1.002], [-4.715, 3.011, -1.024], [-3.013, -0.567, -5.045], [1.334, 4.184, 5.088], [-6.503, 2.885, -0.601], [-5.053, -3.106, 0.580], [0.633, 3.357, 0.978], [4.421, 1.922, 4.268], [-0.531, 0.819, 4.136], [-0.332, -3.710, 1.715], [1.918, -0.904, 1.702], [0.156, 2.803, 5.102], [-5.997, 3.943, -1.915], [-3.451, -2.538, 1.075], [-0.280, -1.690, -1.252], [-0.278, -1.322, 2.628], [-0.697, 3.580, 3.017], [-2.461, -2.260, -5.017], [4.861, -3.425, -2.909], [4.637, 0.592, 1.430], [-2.283, 0.485, -0.727], [1.331, -0.958, 4.354], [-4.821, -2.801, -3.914], [-4.065, -2.243, -0.578], [0.106, -0.041, -1.664], [0.213, 2.944, -2.054], [-5.015, 2.698, -4.042], [-2.142, -1.002, 0.144], [4.088, -1.863, -3.030], [1.799, 1.884, 4.052], [-5.927, 0.895, -2.025], [3.917, 0.956, -4.324], [-0.920, 2.374, -0.849], [-3.891, -1.556, -3.090], [2.616, 1.180, 1.562], [-0.965, 0.161, 1.475]], "mulliken_charge": [-0.52, -0.50, -0.40, -0.12, 0.20, -0.55, -0.64, -0.29, -0.61, -0.30, -0.30, -0.09, -0.05, -0.16, -1.61, 0.00, -0.97, -0.96, 0.41, -1.21, -0.97, -1.32, -1.38, -0.93, 0.64, -0.34, 0.12, -0.62, -0.62, -0.21, 0.27, -0.36, -1.03, 0.22, 0.23, 0.35, 0.17, 0.36, 0.39, 0.40, -0.06, 0.52, 0.25, 0.42, 0.48, 0.33, 0.25, 0.39, 0.39, 0.21, 0.40, 0.32, 0.33, 0.23, 0.45, 0.34, 0.24, 0.25, 0.35, 0.24, 0.27, 0.17, 0.45, 0.24, 0.21, 0.29, 0.30, 0.32, 0.46, -0.19, 0.20, -0.05, 0.30, -0.07, 0.32, 0.32, 0.09, 0.06, 0.36, 0.11, 0.35, 0.37, 0.13, 0.23, 0.25, 0.32, -0.02, -0.03, 0.19, 0.27, -0.09, 0.22, 0.11, 0.22, 0.29, 0.02, -0.22, -0.04, 0.28]}